[1]
# C48H40F4MgN6OSSb

A structure of composition C48H40F4MgN6OSSb (ωB97M-V/def2-TZVPD, the Open Molecules 2025 dataset).

Each line ends with the Löwdin charge.
Geometry (Å):
Mg 1.8463 0.2872 2.1380  0.45
C 0.8006 -0.0661 5.2437  -0.09
N 1.7695 0.6398 4.4000  -0.32
C 3.1209 0.1896 4.7940  -0.09
C 1.6857 2.1071 4.6001  -0.16
C 2.1725 2.9345 3.3724  -0.20
N 2.7798 2.0562 2.3977  -0.08
C 3.8576 2.4144 1.6719  -0.19
C 4.6054 1.3696 1.0942  -0.14
F 4.1825 0.0946 1.3921  0.00
C 5.7042 1.5523 0.2955  -0.23
F 6.3307 0.4748 -0.2063  0.09
C 6.1711 2.8238 0.0182  0.06
C 5.4685 3.8759 0.5770  -0.22
F 5.8624 5.1314 0.3249  0.10
C 4.3508 3.6957 1.3695  -0.14
F 3.6903 4.7900 1.8076  0.08
H 0.9441 0.1667 6.3056  0.10
H 0.9219 -1.1402 5.1010  0.06
H -0.2206 0.2007 4.9710  0.07
H 3.3058 0.4220 5.8493  0.10
H 3.8670 0.6976 4.1869  0.09
H 3.2089 -0.8872 4.6542  0.05
H 2.2689 2.3678 5.4899  0.12
H 0.6509 2.3625 4.8330  0.10
H 2.8574 3.7045 3.7275  0.12
H 1.3093 3.4699 2.9530  0.10
H 7.0381 2.9892 -0.6023  0.13
C -4.4911 4.2088 -9.4799  -0.07
O -4.7837 4.6580 -8.1643  -0.07
C -4.0714 4.1382 -7.1443  -0.28
C -4.3782 4.6327 -5.8749  0.01
C -3.7042 4.1631 -4.7706  -0.03
C -2.7112 3.1884 -4.8975  -0.16
C -2.4097 2.7063 -6.1655  -0.01
C -3.0787 3.1706 -7.2862  0.00
C -1.9787 2.6684 -3.7439  -0.25
N -0.9208 1.8882 -3.7992  0.20
C -0.5730 1.6612 -2.4965  -0.18
C -1.4320 2.2997 -1.6344  -0.13
N -2.3320 2.9441 -2.4481  0.19
C -1.3517 2.1806 -0.2164  -0.07
C -2.2460 2.7506 0.6991  0.02
C -2.0780 2.5135 2.0395  -0.02
C -1.0082 1.7177 2.4526  -0.11
N -0.1444 1.1743 1.6136  0.10
C -0.3031 1.3910 0.2907  -0.13
C 0.6458 0.7501 -0.6100  -0.14
N 1.6344 0.0278 -0.0458  0.07
C 2.4725 -0.6263 -0.8317  -0.11
C 2.3897 -0.5871 -2.2271  -0.01
C 1.4102 0.1731 -2.8150  0.03
C 0.5063 0.8635 -1.9979  -0.08
H -5.1590 4.7557 -10.1376  0.10
H -4.6789 3.1378 -9.5806  0.10
H -3.4558 4.4286 -9.7486  0.10
H -5.1431 5.3919 -5.7866  0.13
H -3.9524 4.5860 -3.8039  0.11
H -1.6362 1.9574 -6.2689  0.11
H -2.8210 2.7760 -8.2573  0.11
H -3.1135 3.5079 -2.1651  0.15
H -3.0648 3.3699 0.3539  0.12
H -2.7487 2.9350 2.7745  0.12
H -0.8502 1.5248 3.5044  0.09
H 3.2501 -1.1938 -0.3374  0.11
H 3.1080 -1.1370 -2.8186  0.12
H 1.3143 0.2525 -3.8901  0.13
S 2.1521 -2.2351 2.4866  0.19
Sb 0.2893 -3.2918 1.7090  1.33
C -1.0914 -2.1911 0.5693  -0.35
C -2.1367 -1.5176 1.1954  -0.13
C -3.0755 -0.8422 0.4282  -0.07
C -2.9650 -0.8353 -0.9565  -0.06
C -1.9215 -1.5066 -1.5795  -0.06
C -0.9847 -2.1909 -0.8181  -0.11
C 0.8698 -4.8524 0.4405  -0.36
C 2.1655 -4.8771 -0.0615  -0.13
C 2.5355 -5.8847 -0.9426  -0.07
C 1.6152 -6.8543 -1.3137  -0.07
C 0.3227 -6.8289 -0.8048  -0.07
C -0.0553 -5.8261 0.0746  -0.11
C -0.8873 -4.0924 3.2487  -0.36
C -2.2008 -4.4768 2.9900  -0.13
C -2.9523 -5.0635 3.9979  -0.07
C -2.3956 -5.2590 5.2547  -0.06
C -1.0879 -4.8698 5.5113  -0.07
C -0.3290 -4.2855 4.5074  -0.12
H -2.2340 -1.5298 2.2755  0.11
H -3.8962 -0.3291 0.9131  0.11
H -3.6988 -0.3113 -1.5560  0.11
H -1.8399 -1.4994 -2.6590  0.12
H -0.1798 -2.7273 -1.3092  0.11
H 2.8845 -4.1275 0.2490  0.08
H 3.5441 -5.9156 -1.3329  0.11
H 1.9075 -7.6395 -1.9982  0.11
H -0.3885 -7.5928 -1.0893  0.11
H -1.0616 -5.8173 0.4779  0.10
H -2.6463 -4.3118 2.0152  0.10
H -3.9725 -5.3656 3.8020  0.11
H -2.9849 -5.7161 6.0385  0.11
H -0.6578 -5.0240 6.4919  0.11
H 0.6949 -3.9851 4.7010  0.09

Properties
HOMO: -0.332 hartree
charge: +1
F_max: 0.15 eV Å⁻¹
LUMO level: -2.86 eV
frontier orbital gap: 6.16 eV



[2]
# C48H40GeN10O3PtS2

A structure of composition C48H40GeN10O3PtS2 (ωB97M-V/def2-TZVPD, the Open Molecules 2025 dataset).

Each line ends with the Löwdin spin population.
Geometry (Å):
Pt -1.1667 0.9419 -0.2719  1.32
C -1.6594 -2.8886 -4.4720  0.00
N -1.9845 -2.0720 -3.2977  0.01
C -1.5280 -0.8731 -2.9602  0.01
N -2.0333 -0.5222 -1.7878  0.10
C -2.7830 -1.6046 -1.4258  0.01
N -2.7731 -2.5726 -2.3109  0.00
C -0.4259 -3.7315 -4.2558  0.00
C -0.5167 -5.1108 -4.1462  0.00
C 0.6293 -5.8764 -3.9458  0.00
C 1.8664 -5.2666 -3.8354  0.00
C 1.9578 -3.8777 -3.9342  0.00
C 0.8180 -3.1198 -4.1550  0.00
C 3.2528 -3.2161 -3.7654  0.00
N 4.4200 -3.7372 -3.6612  0.00
N 5.3049 -2.6708 -3.4587  0.00
C 4.5881 -1.6060 -3.4575  0.00
O 3.2695 -1.8663 -3.6474  0.00
C 5.0044 -0.2162 -3.2578  0.00
C 6.3498 0.0703 -3.0664  0.00
C 6.7375 1.3828 -2.8477  0.00
C 5.7906 2.3958 -2.8061  0.00
C 4.4425 2.1116 -2.9989  0.00
C 3.4468 3.2535 -2.9666  0.00
N 2.0711 2.8108 -2.7442  0.00
C 1.5766 2.1425 -1.7035  0.00
N 0.2893 1.9182 -1.8872  0.02
C 0.0453 2.4912 -3.1008  0.00
N 1.0974 3.0479 -3.6550  0.00
C 4.0555 0.8015 -3.2327  0.00
H -1.5301 -2.2128 -5.3158  0.00
H -2.5279 -3.5121 -4.6597  0.00
H -0.8867 -0.2678 -3.5841  0.00
H -3.3516 -1.6479 -0.5108  0.00
H -1.4845 -5.5937 -4.2185  0.00
H 0.5506 -6.9535 -3.8716  0.00
H 2.7671 -5.8460 -3.6741  0.00
H 0.9091 -2.0421 -4.2443  0.00
H 7.0746 -0.7335 -3.0888  0.00
H 7.7838 1.6178 -2.7004  0.00
H 6.1045 3.4177 -2.6203  0.00
H 3.4311 3.7954 -3.9085  0.00
H 3.7150 3.9598 -2.1825  0.00
H 2.1706 1.8431 -0.8528  0.00
H -0.9297 2.5131 -3.5634  0.00
H 3.0152 0.5561 -3.4053  0.00
O 0.0828 4.9833 2.2403  0.02
C 0.9603 4.3711 3.0397  0.02
C 1.5292 5.1272 4.0651  0.00
C 2.4428 4.5551 4.9187  0.02
C 2.8308 3.2131 4.7833  0.00
C 2.2872 2.4635 3.7766  0.01
C 1.3415 3.0208 2.8830  0.02
C 0.7551 2.2340 1.8251  0.05
O -0.1056 2.6787 1.0601  0.16
N 1.2397 0.9052 1.7219  0.38
N 0.6396 0.2049 0.7978  0.23
C 1.0931 -1.0633 0.7761  0.14
S 2.3021 -1.6083 1.8583  0.08
C 2.1127 -3.3469 1.3906  0.01
C 1.7725 -3.3912 -0.0813  0.01
S 0.4761 -2.1611 -0.3682  0.11
H -0.2790 4.3315 1.6142  0.00
H 1.2248 6.1607 4.1643  0.00
H 2.8684 5.1557 5.7132  0.00
H 3.5474 2.7781 5.4657  0.00
H 2.5678 1.4277 3.6535  0.00
H 1.3146 -3.7690 1.9981  0.00
H 3.0521 -3.8555 1.6049  0.00
H 1.3761 -4.3586 -0.3872  0.00
H 2.6320 -3.1392 -0.7010  0.00
C -2.4904 3.9565 5.0179  0.00
C -2.1888 2.6422 5.3401  0.00
C -2.2505 1.6500 4.3639  0.01
C -2.6158 1.9598 3.0547  0.02
C -2.9264 3.2883 2.7490  0.01
C -2.8680 4.2798 3.7200  0.00
Ge -2.6993 0.6272 1.6290  0.12
C -4.5527 0.5431 1.0049  0.03
C -5.5777 0.1351 1.8656  0.00
C -6.8928 0.0482 1.4260  0.00
C -7.2108 0.3763 0.1138  0.00
C -6.2127 0.7984 -0.7533  0.00
C -4.8956 0.8762 -0.3089  0.02
C -2.2982 -1.1194 2.4572  0.01
C -3.1277 -2.2341 2.2996  0.00
C -2.7976 -3.4721 2.8442  0.00
C -1.6328 -3.6176 3.5857  0.00
C -0.8026 -2.5188 3.7739  0.00
C -1.1253 -1.2924 3.2020  0.00
H -2.4392 4.7275 5.7773  0.00
H -1.9101 2.3847 6.3550  0.00
H -2.0277 0.6263 4.6374  0.00
H -3.2258 3.5534 1.7386  0.00
H -3.1117 5.3041 3.4658  0.00
H -5.3487 -0.1090 2.8988  0.00
H -7.6722 -0.2709 2.1072  0.00
H -8.2361 0.3088 -0.2288  0.00
H -6.4612 1.0676 -1.7729  0.00
H -4.1244 1.2093 -0.9964  0.02
H -4.0673 -2.1341 1.7647  0.00
H -3.4636 -4.3166 2.7123  0.00
H -1.3875 -4.5731 4.0342  0.00
H 0.0898 -2.6103 4.3847  0.00
H -0.4667 -0.4453 3.3810  0.00

Properties
HOMO (alpha / beta): -0.336 / -0.392 hartree
charge: +1
multiplicity: 4
F_max: 0.82 eV Å⁻¹
LUMO level (alpha / beta): -2.80 / -4.96 eV
frontier orbital gap (alpha / beta): 6.35 / 5.70 eV



[3]
# C48H40O30

A cluster of 9 separate species, C48H40O30 in total at a distorted geometry (ωB97M-V/def2-TZVPD, the Open Molecules 2025 dataset).

Each line ends with the Löwdin charge.
Geometry (Å):
O -3.8035 -0.8009 1.6765  0.08
C -4.0498 0.4024 1.6117  -0.40
C -2.9555 1.3015 1.7674  0.13
C -3.0258 2.8721 1.8715  -0.04
O -2.0482 3.7581 2.2011  0.17
C -4.4035 3.4258 1.7187  -0.35
O -4.7346 4.5804 1.7074  0.13
C -5.5576 2.4585 1.5785  0.09
C -5.3619 1.0612 1.4811  -0.18
O -6.5563 0.2706 1.3245  0.00
H -2.0309 0.9160 1.9638  0.05
H -1.3935 3.3055 2.3028  -0.10
H -6.5966 2.9059 1.4322  0.15
H -6.1548 -0.6794 1.5186  0.15
O 6.2481 0.7648 -2.4061  0.04
C 5.7404 0.1393 -1.4294  -0.44
C 4.8858 -0.8611 -1.6771  0.07
C 4.0902 -1.6138 -0.4900  -0.14
O 3.3434 -2.6695 -0.5859  0.12
C 4.4175 -1.0951 0.8782  -0.40
O 3.7614 -1.5013 1.7988  0.11
C 5.5170 -0.1809 1.1547  0.09
C 6.1771 0.4946 -0.0634  -0.16
O 7.2258 1.3637 0.1560  0.01
H 4.5745 -1.2388 -2.6853  0.13
H 3.1831 -2.6108 -1.6387  0.21
H 5.9500 0.1997 2.1563  0.14
H 7.5223 1.5847 -0.9226  0.23
O -0.1827 2.7910 -0.6982  0.13
C 0.6640 3.5568 -0.3490  -0.40
C 0.3928 4.7723 0.3438  0.12
C 1.5018 5.6896 0.8068  -0.09
O 1.1567 6.9641 1.4328  0.07
C 2.8616 5.4677 0.6336  -0.39
O 3.8391 6.1048 1.0297  0.12
C 3.1740 4.3050 -0.3070  0.11
C 2.1187 3.3043 -0.7436  -0.13
O 2.4119 2.1964 -1.5171  0.04
H -0.6467 5.0231 0.6510  0.13
H 0.4286 6.9096 1.9916  0.06
H 4.2113 4.1606 -0.5661  0.11
H 1.6476 1.5653 -1.4333  0.08
O -5.6785 0.9411 -4.4290  0.11
C -5.2689 -0.2094 -4.3538  -0.39
C -5.1656 -1.1241 -5.4500  0.06
C -4.6355 -2.4864 -5.3844  -0.18
O -4.5561 -3.3811 -6.4014  0.09
C -4.2218 -3.0696 -4.0398  -0.30
O -3.8038 -4.2370 -3.8966  0.09
C -4.3945 -2.1421 -2.8454  0.14
C -4.8528 -0.6733 -3.0057  -0.10
O -4.9270 0.2164 -1.9709  0.16
H -5.2716 -0.6822 -6.4290  0.12
H -4.8454 -3.0535 -7.2878  0.15
H -4.1699 -2.3712 -1.9039  0.04
H -5.0442 0.9305 -2.4232  -0.01
O 1.9513 -7.8299 -1.5916  0.15
C 1.9766 -7.0256 -0.7485  -0.48
C 0.8593 -6.1918 -0.4731  0.07
C 0.7606 -5.2908 0.7150  -0.16
O -0.3476 -4.6839 1.0815  0.12
C 1.9756 -5.1820 1.6274  -0.42
O 1.9011 -4.5877 2.6788  0.15
C 3.0444 -5.9364 1.3107  0.07
C 3.1360 -6.9058 0.1666  -0.06
O 4.2985 -7.6190 -0.1838  0.11
H -0.0804 -6.1871 -1.1958  0.16
H -1.0489 -5.1362 0.6216  0.12
H 3.9882 -5.7402 1.7316  0.12
H 4.2088 -7.9644 -1.0079  0.04
O 4.7813 4.8228 4.0501  0.12
C 3.7960 4.1380 3.7751  -0.34
C 2.4285 4.4973 4.2725  0.10
C 1.2496 3.7322 3.9842  -0.19
O -0.0300 4.1200 4.2973  0.08
C 1.2523 2.6723 3.0222  -0.35
O 0.2459 2.0551 2.6941  0.10
C 2.5479 2.3329 2.4163  0.17
C 3.8691 3.0135 2.8256  -0.10
O 5.1158 2.7245 2.3599  0.14
H 2.4435 5.2699 5.1492  0.16
H -0.0924 4.8635 4.9107  0.13
H 2.6647 1.6475 1.8175  0.01
H 5.5552 3.1399 3.0234  0.05
O 1.4384 -0.1305 -3.8595  0.07
C 0.3968 0.1913 -4.4850  -0.43
C -0.0375 1.4918 -4.6362  0.09
C -1.3508 1.7868 -5.3635  -0.07
O -1.8447 3.0761 -5.2914  0.17
C -2.1211 0.7279 -6.0438  -0.43
O -3.0607 1.0293 -6.7199  0.14
C -1.6782 -0.5898 -5.7558  0.09
C -0.4416 -0.8839 -4.9440  -0.11
O -0.0445 -2.2439 -4.7299  0.04
H 0.4325 2.3588 -3.9724  0.17
H -2.5839 2.9420 -5.7126  0.01
H -2.2733 -1.5914 -6.1534  0.17
H 0.8577 -2.2339 -4.2738  0.13
C -2.5561 -1.5813 6.9835  0.03
C -1.5258 -2.3173 5.9288  -0.48
C -1.1488 -1.5936 4.6023  -0.02
O -1.0597 -3.2760 6.2294  0.16
H -2.3791 -1.8747 7.8647  -0.01
H -3.5296 -1.5761 6.5802  0.07
H -2.2495 -0.6123 7.1663  0.04
H -1.8717 -1.8176 3.8985  0.02
H -0.1558 -1.9608 4.0744  0.12
H -1.3891 -0.4776 4.6707  0.09
C -0.9183 -1.2114 -1.0509  0.05
C 0.1544 -0.7826 -0.0981  -0.44
C 0.0228 -1.3632 1.3079  0.01
O 1.0463 -0.0637 -0.4021  0.09
H -0.6453 -2.0092 -1.7873  0.13
H -0.8505 -0.5373 -1.6669  -0.02
H -1.7403 -1.3586 -0.5546  0.03
H -0.8227 -2.0572 1.4415  0.08
H -0.1672 -0.4827 1.8816  0.05
H 0.9388 -1.7479 1.6849  0.07

Properties
HOMO: -0.322 hartree
charge: 0
F_max: 15.54 eV Å⁻¹
structure (SMILES): O=C1C=C(O)C(=O)C=C1O.O=C1C=C(O)C(=O)C=C1O.O=C1C=C(O)C(=O)C=C1O.O=C1C=C(O)C(=O)C=C1O.O=C1C=C(O)C(=O)C=C1O.O=C1C=C(O)C(=O)C=C1O.O=C1C=C(O)C(=O)C=C1O.CC(C)=O.CC(C)=O
LUMO level: -2.81 eV
frontier orbital gap: 5.96 eV



[4]
# C48H42BrN2NbO4

A structure of composition C48H42BrN2NbO4 at a distorted geometry (ωB97M-V/def2-TZVPD, the Open Molecules 2025 dataset).

Each line ends with the Löwdin charge.
Geometry (Å):
Nb -0.9673 0.6415 0.1961  2.14
O -0.6640 0.4926 -1.6597  -0.30
C -1.3542 0.2082 -2.9015  -0.35
C -2.8297 -0.1668 -2.5040  -0.06
C -2.8360 -1.4102 -1.6525  -0.22
C -3.2412 -2.6343 -2.0428  0.01
C -3.3980 -3.6524 -1.0934  0.02
C -3.1005 -3.3765 0.2090  -0.02
C -2.6413 -2.1194 0.5716  -0.22
C -2.4445 -1.8587 2.0278  -0.07
C -1.0030 -1.4625 2.5200  -0.34
O -0.7557 -0.2042 1.8830  -0.28
C 0.0968 -2.5440 2.2357  -0.11
C -0.1941 -3.8846 1.8952  -0.01
C 0.7982 -4.8525 1.8621  -0.07
C 2.0943 -4.4538 1.8196  -0.08
C 2.4208 -3.1063 1.9345  -0.05
C 1.4438 -2.1650 2.2674  -0.03
C -0.8852 -1.1860 4.0347  -0.14
C 0.0790 -0.3757 4.5740  -0.04
C 0.0489 0.0503 5.8914  -0.06
C -0.9751 -0.3804 6.6992  -0.06
C -1.8518 -1.3781 6.2432  -0.07
C -1.8167 -1.8064 4.9292  -0.02
N -2.3207 -1.1646 -0.3609  0.06
C -0.6680 -0.9243 -3.6484  -0.17
C -1.5189 -1.3805 -4.6733  -0.03
C -1.1568 -2.5662 -5.3685  -0.06
C 0.0059 -3.2419 -5.0487  -0.07
C 0.8372 -2.8069 -3.9782  -0.05
C 0.4767 -1.6677 -3.2672  -0.01
C -1.2052 1.5259 -3.7698  -0.15
C -2.2707 2.3838 -3.8303  -0.07
C -2.2395 3.5007 -4.6993  -0.05
C -1.0568 3.8816 -5.3558  -0.07
C 0.1026 3.2010 -5.0441  -0.05
C 0.0106 1.9792 -4.3158  0.01
H -3.4919 -0.3463 -3.3751  0.14
H -3.3608 0.5539 -1.8851  0.11
H -3.4084 -2.8385 -3.1134  0.14
H -3.8475 -4.6168 -1.4168  0.15
H -3.3182 -4.1210 1.0087  0.15
H -2.7537 -2.8513 2.4525  0.13
H -3.1788 -1.1804 2.3886  0.06
H -1.2130 -4.1512 1.7443  0.08
H 0.5262 -5.8918 1.8255  0.11
H 2.8807 -5.2431 1.7975  0.13
H 3.4793 -2.8544 1.8082  0.12
H 1.6807 -1.1314 2.3561  0.08
H 0.8997 -0.0026 3.9455  0.09
H 0.8350 0.7290 6.2184  0.12
H -0.9932 -0.0753 7.7401  0.11
H -2.3654 -1.9972 6.9786  0.12
H -2.4227 -2.7074 4.6947  0.13
H -2.4874 -0.9387 -4.8518  0.11
H -1.8269 -2.8866 -6.1698  0.11
H 0.3820 -4.0678 -5.7262  0.13
H 1.7957 -3.3014 -3.7280  0.12
H 1.0493 -1.3092 -2.4314  0.10
H -3.1871 2.1534 -3.3113  0.09
H -3.1008 4.1404 -4.8711  0.11
H -1.1162 4.7223 -6.0395  0.12
H 1.1015 3.5230 -5.3143  0.11
H 0.8628 1.2812 -4.1584  0.13
Br -4.3474 1.3454 2.4527  0.94
C -3.6085 2.1446 0.9169  -0.72
C -4.4925 2.8702 0.1389  -0.07
C -3.9786 3.7782 -0.8155  0.03
C -2.6007 3.9523 -0.8465  -0.02
C -1.7663 3.1987 -0.0681  -0.07
N -2.2976 2.1515 0.6987  -0.15
H -5.5494 2.8167 0.3849  0.12
H -4.7017 4.4141 -1.3681  0.15
H -2.1289 4.7060 -1.4486  0.13
H -0.7265 3.3459 0.1218  0.11
C 7.0644 3.1590 0.9980  -0.04
C 5.7599 2.4467 1.0622  -0.25
C 4.7624 2.9102 1.9371  0.01
C 3.4901 2.3249 1.9405  -0.20
C 2.6647 2.5578 3.1835  -0.03
C 3.1092 1.4147 0.9241  -0.04
C 4.1907 0.8367 0.1296  -0.16
C 4.1070 -0.4444 -0.6371  -0.04
C 5.4834 1.3024 0.3352  -0.01
C 1.6821 1.0949 0.5875  -0.49
O 0.7264 2.0286 0.6906  -0.15
O 1.4009 0.0034 0.0362  -0.05
H 7.6882 2.7694 1.8808  0.13
H 7.0477 4.2355 1.1012  0.08
H 7.6014 2.8606 0.1045  0.08
H 4.9744 3.7126 2.6184  0.12
H 2.0697 1.6445 3.4076  0.07
H 1.9895 3.4294 3.1061  0.09
H 3.3376 2.8842 4.0016  0.10
H 4.1125 -0.3627 -1.7392  0.10
H 3.2001 -0.9902 -0.3374  0.06
H 4.9734 -1.0721 -0.4212  0.09
H 6.3217 0.8448 -0.2226  0.14

Properties
HOMO: -0.474 hartree
charge: +2
F_max: 5.47 eV Å⁻¹
LUMO level: -8.13 eV
frontier orbital gap: 4.76 eV



no.,E_tot (Ha)
1,-3494.855134
2,-5618.794477
3,-4109.382905
4,-4895.270036